one:
12
Properties=species:S:1:pos:R:3:lowdin_charge:R:1 method="wB97M-V/def2-TZVPD" s_squared=2.03 total_charge=+1 spin_multiplicity=3 homo_ha="-0.4313 / -0.5678" gap_ev="7.116 / 6.273"
C -2.581 -0.776 0.170 0.1691
C 2.627 -0.086 0.030 -0.0092
C -0.603 0.793 -0.089 -0.0225
C -1.480 -0.397 -0.467 -0.0071
C 0.431 1.467 0.216 0.1335
N 3.706 -0.493 -0.067 0.1153
H -3.071 -1.806 -0.047 0.1535
H -0.860 1.924 -0.042 0.1549
H -1.070 -1.063 -1.147 0.1015
H -2.996 -0.169 0.888 0.0688
H 1.443 1.749 0.459 0.0475
H 4.455 -1.141 0.097 0.0945


two:
12
Properties=species:S:1:pos:R:3:lowdin_charge:R:1 method="wB97M-V/def2-TZVPD" s_squared=2.01 total_charge=+1 spin_multiplicity=3 homo_ha="-0.4699 / -0.5607" gap_ev="6.836 / 6.601"
C 1.550 -0.535 0.069 -0.1019
C 2.794 -0.201 0.009 0.1563
C -0.845 -0.949 -0.079 -0.0595
C 2.134 1.029 0.024 0.0085
C -2.070 -0.142 0.040 0.0115
N 0.320 -0.505 -0.088 0.1707
H -0.996 -2.063 -0.083 0.1686
H 2.054 1.631 0.956 0.1452
H 1.973 1.563 -0.990 0.1722
H -1.543 0.825 0.128 0.1065
H -2.557 -0.191 -0.846 0.0647
H -2.815 -0.462 0.860 0.1572


Going by the energies, two is most stable and the next is 111.3 kJ/mol up.


one:
11
Properties=species:S:1:pos:R:3:lowdin_charge:R:1 method="wB97M-V/def2-TZVPD" homo_ha=-0.3268 gap_ev=8.990
C 0.603 0.931 1.342 -0.0863
C -0.178 -0.773 -1.654 -0.7617
H 0.917 0.710 2.241 0.0160
H 0.154 1.909 1.039 0.0997
H 1.506 0.726 0.802 0.0552
H -0.335 -0.981 0.985 0.0474
H -1.944 -0.042 -0.919 0.2405
H -0.683 -0.882 -2.597 0.0235
N -0.427 -0.017 0.818 -0.1414
N -0.629 0.234 -0.658 -0.1245
S 1.016 -1.816 -1.398 0.6314


two:
11
Properties=species:S:1:pos:R:3:lowdin_charge:R:1 method="wB97M-V/def2-TZVPD" smiles="NC/C=N/S" homo_ha=-0.3136 gap_ev=8.238
N 1.603 0.311 -2.002 -0.1384
C 0.187 0.063 -1.906 -0.3745
C -0.454 0.548 -0.649 -0.1651
N -0.461 -0.443 0.390 -0.4914
S -0.532 -0.150 2.085 0.5312
H 2.366 -0.259 -1.292 0.1562
H 2.074 0.024 -2.979 0.1110
H 0.327 -1.124 -1.678 0.1376
H -0.234 0.352 -2.951 0.1367
H -0.429 1.587 -0.195 0.1016
H -1.977 -0.917 2.349 -0.0049


Going by the energies, one is most stable and the next is 82.7 kJ/mol up.


one:
49
Properties=species:S:1:pos:R:3:lowdin_charge:R:1 method="wB97M-V/def2-TZVPD" smiles="CCCCCCCCCCCC(=O)N/N=C/c1ccco1" homo_ha=-0.2950 gap_ev=8.710
C -8.330 -1.763 0.483 -0.1167
C -7.997 -0.456 -0.227 -0.2739
C -6.667 0.152 0.221 -0.2345
C -5.452 -0.677 -0.189 -0.2279
C -4.142 0.015 0.182 -0.2260
C -2.927 -0.824 -0.210 -0.2198
C -1.595 -0.204 0.217 -0.2183
C -1.215 1.023 -0.608 -0.2171
C 0.070 1.698 -0.127 -0.2193
C 1.315 0.837 -0.324 -0.2119
C 2.587 1.590 0.055 -0.1238
C 3.814 0.700 -0.068 -0.4583
O 3.774 -0.470 -0.369 0.0797
N 4.969 1.386 0.210 0.0256
N 6.261 0.982 0.238 0.0703
C 6.620 -0.215 -0.028 -0.0642
C 8.012 -0.554 0.029 -0.2609
C 9.130 0.190 0.332 -0.0146
C 10.227 -0.687 0.225 -0.0627
C 9.707 -1.897 -0.133 -0.1213
O 8.376 -1.827 -0.253 0.0491
H -9.318 -2.110 0.191 0.0665
H -7.611 -2.538 0.231 0.0624
H -8.321 -1.623 1.562 0.0725
H -7.970 -0.626 -1.306 0.1040
H -8.794 0.265 -0.027 0.1011
H -6.674 0.270 1.307 0.1123
H -6.574 1.149 -0.217 0.1093
H -5.489 -1.652 0.301 0.1072
H -5.478 -0.845 -1.268 0.1194
H -4.123 0.193 1.260 0.1186
H -4.101 0.985 -0.316 0.1058
H -3.020 -1.807 0.258 0.1111
H -2.924 -0.975 -1.292 0.1148
H -0.815 -0.960 0.111 0.1052
H -1.650 0.072 1.273 0.1159
H -1.098 0.731 -1.654 0.1166
H -2.023 1.755 -0.557 0.1023
H 0.199 2.634 -0.678 0.1107
H -0.032 1.951 0.932 0.1146
H 1.254 -0.064 0.287 0.1117
H 1.386 0.522 -1.366 0.1252
H 2.518 1.941 1.088 0.1265
H 2.716 2.464 -0.589 0.1237
H 4.892 2.366 0.453 0.1422
H 5.945 -1.022 -0.300 0.1203
H 9.140 1.227 0.593 0.1073
H 11.260 -0.456 0.390 0.0997
H 10.169 -2.845 -0.323 0.1195


two:
49
Properties=species:S:1:pos:R:3:lowdin_charge:R:1 method="wB97M-V/def2-TZVPD" smiles="C[C@@H]1CCCCN1C(=O)[C@]12CC[C@](C)([C@H](N=O)C1)C2(C)C" homo_ha=-0.3307 gap_ev=8.941
C 2.916 -1.628 -2.308 -0.0348
C 2.837 -0.218 -1.678 -0.2821
C 4.221 0.218 -1.103 -0.1573
C 4.669 -0.577 0.103 -0.2217
C 3.615 -0.421 1.164 -0.1818
C 2.240 -0.915 0.668 -0.1360
N 1.806 -0.216 -0.566 0.0124
C 0.522 0.315 -0.825 -0.2955
O 0.299 0.782 -1.946 0.0375
C -0.722 0.256 0.118 -0.2844
C -0.579 1.111 1.407 -0.1012
C -2.009 1.220 1.917 -0.1212
C -2.829 0.426 0.901 -0.3770
C -4.344 0.767 0.954 -0.0140
C -2.527 -1.104 1.111 -0.2373
N -2.773 -1.617 2.462 0.0189
O -3.947 -1.694 2.773 0.0124
C -1.053 -1.169 0.617 -0.0643
C -2.085 0.727 -0.455 -0.3609
C -2.646 -0.140 -1.654 0.0076
C -2.091 2.226 -0.875 -0.0098
H 3.277 -2.390 -1.614 0.0681
H 3.612 -1.515 -3.146 0.0835
H 1.915 -1.915 -2.636 0.0816
H 2.592 0.558 -2.425 0.1401
H 4.941 0.118 -1.900 0.1086
H 4.185 1.246 -0.837 0.1045
H 5.625 -0.145 0.435 0.1175
H 4.834 -1.622 -0.085 0.1009
H 3.897 -0.993 2.077 0.1239
H 3.588 0.643 1.418 0.1175
H 2.296 -1.982 0.481 0.1207
H 1.601 -0.709 1.480 0.0793
H 0.110 0.693 2.167 0.1171
H -0.135 2.102 1.201 0.1251
H -2.165 0.907 2.938 0.1169
H -2.372 2.225 1.875 0.1059
H -4.960 0.056 0.386 0.0861
H -4.498 1.754 0.552 0.0688
H -4.707 0.792 2.003 0.0895
H -3.165 -1.644 0.428 0.1352
H -0.471 -1.422 1.472 0.0930
H -0.879 -1.929 -0.173 0.1355
H -3.690 0.045 -1.737 0.0702
H -2.153 0.179 -2.552 0.0758
H -2.494 -1.207 -1.561 0.0750
H -1.441 2.395 -1.735 0.0785
H -3.103 2.489 -1.214 0.0855
H -1.759 2.918 -0.080 0.0859


three:
49
Properties=species:S:1:pos:R:3:lowdin_charge:R:1 method="wB97M-V/def2-TZVPD" homo_ha=-0.2910 gap_ev=8.723
C 3.729 6.536 1.226 -0.1148
C 2.600 6.527 0.225 -0.2663
C 1.372 5.751 0.807 -0.1266
C 1.592 4.363 0.762 -0.3449
O 0.463 3.817 0.903 0.0309
C 0.183 2.579 1.085 -0.2802
C -1.194 2.164 1.312 0.0819
C -1.172 0.611 1.491 -0.0178
C -0.146 -0.256 1.336 -0.3030
C 1.018 0.203 1.009 -0.0923
C 1.254 1.598 1.192 0.0154
H 2.390 1.972 0.904 0.1568
H 1.937 -0.478 0.735 0.1596
C -0.526 -1.783 1.453 -0.0125
N 0.290 -2.447 0.231 -0.0925
C 0.134 -3.748 0.356 -0.2838
C -1.160 -4.533 -0.103 -0.1821
N -1.605 -4.120 -1.314 -0.2751
C -1.685 -2.896 -1.288 -0.2880
C -0.480 -2.007 -0.984 -0.1039
H -0.402 -0.963 -1.084 0.1154
H 0.248 -2.223 -1.667 0.0924
H -2.070 -2.491 -2.259 0.1430
H -2.637 -2.299 -0.592 0.1979
C -2.495 -5.047 -1.567 -0.1313
H -2.676 -6.025 -1.314 0.0950
C -2.709 -4.981 -3.429 -0.0993
O -1.472 -5.604 -3.562 -0.0793
H -0.885 -4.989 -3.159 0.0572
H -3.568 -5.702 -3.632 0.1334
H -2.867 -4.084 -3.588 -0.0110
H -3.529 -4.476 -1.393 0.1458
H -0.990 -5.674 0.131 0.1786
H -1.822 -4.239 0.705 0.1173
H 0.579 -4.083 1.308 0.1365
H 0.917 -4.286 -0.177 0.1154
H -1.410 -2.033 1.426 0.0130
H -0.271 -2.062 2.321 0.0556
H -2.306 0.285 1.709 0.1434
H -1.930 2.804 1.692 0.0722
H 2.128 4.132 1.504 0.0972
H 1.773 4.237 -0.042 0.0313
H 1.130 6.390 1.742 0.1522
H 0.562 6.229 -0.032 0.1852
H 3.037 6.333 -0.624 0.0450
H 2.354 7.590 0.045 0.1167
H 3.476 6.858 2.103 -0.0069
H 4.576 7.102 0.714 0.0956
H 4.264 5.447 1.381 0.1318


Going by the energies, one is most stable and the next is 92.8 kJ/mol up.